A 6-piece molecular cluster, C17H16Cl15NO4 overall, computed with ωB97M-V with the def2-TZVPD basis set.

Cartesian coordinates (Å):
C (-3.767, -1.563, 2.579)
C (-3.102, -2.539, 1.580)
C (-3.844, -3.165, 0.522)
C (-3.227, -4.045, -0.432)
C (-1.841, -4.271, -0.267)
C (-1.089, -3.642, 0.797)
C (-1.686, -2.773, 1.735)
C (0.392, -4.100, 0.618)
O (1.279, -4.132, 1.422)
N (0.419, -4.438, -0.767)
C (0.871, -3.429, -1.743)
C (1.066, -2.005, -1.158)
O (0.982, -1.082, -2.301)
C (0.276, 0.042, -1.960)
O (-0.910, 0.079, -1.749)
C (-0.824, -5.128, -1.060)
O (-0.946, -6.123, -1.705)
H (-2.989, -1.123, 3.241)
H (-4.150, -0.709, 1.972)
H (-4.591, -2.022, 3.157)
H (-4.915, -2.917, 0.446)
H (-3.774, -4.517, -1.260)
H (-1.089, -2.296, 2.526)
H (1.858, -3.750, -2.155)
H (0.180, -3.425, -2.615)
H (0.278, -1.685, -0.447)
H (2.074, -1.831, -0.724)
H (0.829, 1.021, -1.869)
Cl (-0.349, 4.195, 1.710)
C (-0.453, 2.611, 0.940)
Cl (1.102, 2.165, 0.226)
Cl (-0.977, 1.384, 2.100)
H (-1.189, 2.665, 0.145)
Cl (0.085, 7.120, 2.314)
C (0.312, 8.416, 1.136)
Cl (1.780, 9.333, 1.499)
Cl (0.376, 7.760, -0.501)
H (-0.535, 9.089, 1.201)
Cl (4.613, 6.611, -1.603)
C (4.417, 6.592, 0.152)
Cl (3.121, 5.489, 0.622)
Cl (5.932, 6.147, 0.943)
H (4.144, 7.591, 0.475)
Cl (4.544, -2.592, 3.516)
C (4.463, -4.175, 2.733)
Cl (6.008, -4.572, 1.972)
Cl (4.000, -5.422, 3.893)
H (3.702, -4.134, 1.961)
Cl (-2.914, 3.506, -4.340)
C (-2.553, 1.806, -4.662)
Cl (-3.920, 1.019, -5.457)
Cl (-1.091, 1.654, -5.642)
H (-2.379, 1.309, -3.713)

Forces on the atoms, in the same order (eV/Å):
C 0.39 0.31 -1.08
C 0.70 -0.34 0.05
C 1.10 0.02 0.13
C 0.77 0.53 1.29
C -0.04 0.20 0.92
C -0.66 -0.63 -0.13
C -0.95 -1.00 -1.31
C -2.12 1.26 -0.14
O -0.03 0.24 -0.56
N 1.33 -1.33 -0.09
C 1.25 -0.35 -0.46
C -0.31 0.31 -0.58
O -0.20 0.69 0.95
C -0.44 1.07 -0.31
O 0.54 -0.56 -0.03
C -0.90 1.68 0.81
O 0.00 0.65 -0.03
H -0.63 -0.50 -0.22
H -0.05 -0.57 0.59
H 0.51 0.27 -0.31
H 0.59 -0.23 -0.04
H 0.19 0.30 0.56
H -0.42 -0.27 -0.39
H -0.68 0.25 0.20
H 0.21 0.26 0.78
H 0.39 -0.57 -0.22
H -0.69 -0.45 -0.09
H 0.14 -1.31 -0.68
Cl -0.03 -0.37 -0.27
C -0.06 0.00 0.15
Cl 0.07 0.28 0.37
Cl -0.01 -0.01 -0.09
H 0.07 -0.05 0.04
Cl 0.01 0.44 0.14
C 0.07 -0.13 -0.08
Cl -0.05 0.00 -0.01
Cl -0.04 0.07 0.04
H 0.08 -0.04 0.02
Cl -0.03 0.04 0.06
C 0.01 -0.07 -0.01
Cl 0.02 0.04 0.02
Cl -0.06 0.05 -0.01
H 0.00 -0.08 -0.03
Cl -0.03 -0.03 -0.05
C -0.03 -0.03 -0.01
Cl -0.05 0.02 0.00
Cl 0.00 0.05 -0.06
H 0.01 -0.02 0.09
Cl 0.03 -0.06 0.03
C -0.01 -0.02 -0.01
Cl 0.06 0.01 0.06
Cl -0.03 -0.01 0.09
H 0.00 0.03 -0.07

The value obtained for the HOMO energy is -9.37 eV. As for the multiplicity: 1. Its charge is 0. The frontier orbital gap comes out at 9.05 eV. The SMILES is Cc1ccc2c(c1)C(=O)N(CCOC=O)C2=O.ClC(Cl)Cl.ClC(Cl)Cl.ClC(Cl)Cl.ClC(Cl)Cl.ClC(Cl)Cl.

A 2-piece molecular cluster, C5H12BN overall, computed with ωB97M-V with the def2-TZVPD basis set.

Cartesian coordinates (Å):
B (-0.237, -0.631, 0.144)
C (-0.822, -0.786, -1.364)
C (-0.301, 0.522, -2.007)
C (0.116, 1.525, -0.830)
C (-0.456, -2.418, 1.831)
C (1.123, 1.232, 1.269)
N (0.379, 0.594, 0.235)
H (-0.501, -1.703, -1.934)
H (-1.944, -0.764, -1.448)
H (0.753, 0.382, -2.430)
H (-0.993, 0.999, -2.611)
H (0.966, 2.185, -1.036)
H (-0.770, 2.173, -0.571)
H (-0.509, -3.198, 1.191)
H (-1.311, -2.170, 2.462)
H (0.518, -2.281, 2.381)
H (0.789, 2.285, 1.345)
H (1.018, 0.825, 2.254)
H (2.181, 1.230, 1.120)

Forces on the atoms, in the same order (eV/Å):
B -0.87 -2.64 0.61
C -0.50 0.00 0.00
C 3.77 0.19 1.86
C -2.31 -0.88 -1.37
C 1.82 5.52 0.53
C -0.33 1.11 1.23
N 0.48 0.27 1.19
H -0.20 0.87 0.69
H 0.89 -0.24 0.44
H -1.78 -0.21 -0.38
H -1.00 0.73 -1.75
H -0.07 -0.33 -0.16
H 0.82 -0.37 0.00
H -0.26 -2.47 -1.69
H 0.09 -0.16 -0.39
H -1.11 -0.43 -0.65
H 0.25 -0.40 0.03
H -0.53 -0.66 0.46
H 0.83 0.07 -0.65

The value obtained for the HOMO energy is -8.16 eV. For the energy above the lowest of the compared OMol25 structures with the same formula, charge and spin, the calculation gives 1.818 eV. As for the multiplicity: 1. Its charge is 0. The frontier orbital gap comes out at 8.95 eV.

A 10-piece molecular cluster, C43H87BrN3O9Si overall, computed with ωB97M-V with the def2-TZVPD basis set.

Cartesian coordinates (Å):
C (0.714, 0.632, 7.034)
C (0.053, 0.177, 5.723)
C (1.021, 0.260, 4.539)
C (1.431, 1.719, 4.224)
C (0.613, -0.447, 3.280)
N (-0.568, -0.780, 2.752)
C (-1.876, -0.517, 3.333)
C (-2.381, -1.614, 4.313)
C (-1.816, -2.999, 4.066)
C (-2.655, -3.972, 3.519)
C (-2.226, -5.279, 3.291)
C (-0.918, -5.618, 3.631)
C (-0.069, -4.651, 4.162)
C (-0.500, -3.349, 4.392)
C (-0.395, -1.415, 1.522)
C (-1.594, -1.893, 0.756)
C (-1.344, -2.412, -0.658)
C (-0.983, -1.310, -1.651)
C (-2.178, -0.376, -1.966)
C (-1.808, 1.084, -1.667)
C (-0.673, 1.583, -2.572)
C (-1.192, 2.135, -3.935)
C (-0.613, 1.380, -5.159)
Si (0.224, 2.540, -6.391)
C (0.195, 1.675, -8.075)
C (-0.667, 4.185, -6.572)
C (2.023, 2.809, -5.880)
C (2.836, 1.738, -5.485)
C (4.158, 1.946, -5.103)
C (4.716, 3.219, -5.115)
C (3.917, 4.287, -5.508)
C (2.591, 4.085, -5.889)
C (0.947, -1.450, 1.326)
Br (1.932, -2.125, -0.106)
N (1.547, -0.846, 2.411)
N (2.911, -0.613, 2.623)
C (3.664, -1.648, 2.463)
C (3.263, -3.063, 2.775)
C (5.045, -1.382, 1.945)
H (-0.085, 0.715, 7.768)
H (1.146, 1.618, 6.880)
H (1.448, -0.089, 7.382)
H (-0.308, -0.837, 5.861)
H (-0.772, 0.868, 5.542)
H (1.937, -0.236, 4.864)
H (1.689, 1.856, 3.178)
H (0.690, 2.434, 4.575)
H (2.348, 1.928, 4.774)
H (-1.846, 0.421, 3.878)
H (-2.623, -0.398, 2.560)
H (-3.457, -1.685, 4.160)
H (-2.259, -1.319, 5.351)
H (-3.680, -3.728, 3.263)
H (-2.897, -6.022, 2.892)
H (-0.606, -6.641, 3.473)
H (0.938, -4.952, 4.420)
H (0.148, -2.603, 4.829)
H (-2.077, -2.673, 1.343)
H (-2.259, -1.032, 0.653)
H (-2.278, -2.864, -0.997)
H (-0.624, -3.229, -0.633)
H (-0.207, -0.684, -1.208)
H (-0.568, -1.722, -2.569)
H (-2.498, -0.507, -2.999)
H (-3.002, -0.643, -1.298)
H (-2.689, 1.705, -1.826)
H (-1.454, 1.153, -0.633)
H (-0.099, 2.345, -2.044)
H (0.030, 0.783, -2.806)
H (-2.271, 1.991, -3.928)
H (-0.964, 3.199, -3.961)
H (-1.428, 0.858, -5.664)
H (0.122, 0.627, -4.868)
H (0.466, 0.626, -7.950)
H (-0.831, 1.724, -8.441)
H (0.872, 2.155, -8.777)
H (-0.255, 4.916, -5.879)
H (-1.724, 4.034, -6.345)
H (-0.593, 4.547, -7.597)
H (2.430, 0.734, -5.486)
H (4.765, 1.093, -4.825)
H (5.748, 3.382, -4.841)
H (4.348, 5.280, -5.533)
H (2.016, 4.945, -6.208)
H (2.205, -3.217, 2.580)
H (3.494, -3.289, 3.815)
H (3.827, -3.738, 2.135)
H (5.626, -0.768, 2.633)
H (5.573, -2.298, 1.706)
H (4.940, -0.791, 1.037)
C (4.948, -1.351, 5.886)
O (3.860, -0.479, 6.185)
H (4.660, -2.357, 6.181)
H (5.170, -1.341, 4.815)
H (5.841, -1.060, 6.441)
H (4.122, 0.409, 5.924)
C (5.422, 7.759, -7.968)
O (6.202, 6.580, -8.141)
H (5.835, 8.532, -8.610)
H (4.383, 7.572, -8.254)
H (5.466, 8.094, -6.928)
H (5.834, 5.897, -7.574)
C (-3.519, 6.177, -5.246)
O (-3.957, 4.829, -5.445)
H (-2.843, 6.436, -6.057)
H (-4.375, 6.856, -5.259)
H (-2.993, 6.265, -4.295)
H (-4.553, 4.609, -4.725)
C (5.729, -4.322, -0.610)
O (4.313, -4.298, -0.776)
H (6.074, -5.322, -0.854)
H (6.211, -3.606, -1.280)
H (6.005, -4.096, 0.424)
H (3.997, -3.414, -0.564)
C (-4.917, -3.056, 6.876)
O (-5.032, -1.639, 6.728)
H (-5.111, -3.521, 5.913)
H (-3.908, -3.316, 7.204)
H (-5.642, -3.427, 7.603)
H (-4.856, -1.250, 7.589)
C (-4.528, 1.533, 4.408)
O (-3.926, 1.403, 5.690)
H (-4.028, 2.338, 3.873)
H (-4.414, 0.598, 3.851)
H (-5.589, 1.771, 4.502)
H (-4.384, 0.684, 6.138)
C (-3.152, 7.518, -1.079)
O (-2.413, 7.565, -2.296)
H (-4.086, 6.999, -1.276)
H (-2.598, 6.975, -0.309)
H (-3.374, 8.526, -0.721)
H (-1.588, 8.024, -2.119)
C (-2.650, -3.686, -4.324)
O (-2.510, -2.426, -4.971)
H (-3.063, -3.506, -3.333)
H (-3.331, -4.335, -4.879)
H (-1.680, -4.182, -4.221)
H (-2.145, -2.588, -5.846)
C (-2.501, -8.703, 2.187)
O (-1.916, -8.802, 3.483)
H (-2.020, -7.878, 1.665)
H (-2.343, -9.621, 1.618)
H (-3.574, -8.503, 2.259)
H (-2.346, -9.533, 3.935)

Forces on the atoms, in the same order (eV/Å):
C -0.55 -0.17 -0.57
C 0.34 0.45 0.13
C -0.01 0.06 0.16
C 0.42 -0.26 0.32
C 0.21 0.06 0.01
N -0.17 0.30 -0.23
C -0.43 -0.08 1.10
C -0.07 -0.44 -0.47
C -0.16 -0.06 0.07
C -0.03 -0.33 -0.13
C 0.57 0.54 0.45
C -0.46 0.12 -0.27
C 0.21 -0.23 0.05
C -0.63 -0.21 -0.31
C -0.09 -0.06 0.13
C 0.40 0.19 -0.37
C -0.15 -0.24 -0.19
C -0.19 0.30 0.14
C 0.49 0.05 0.61
C 0.43 -0.42 -0.58
C -0.25 0.34 -0.43
C 0.53 -0.85 0.61
C -0.17 0.76 -0.08
Si 0.03 -0.32 -0.72
C -0.05 0.14 0.70
C 0.13 -0.48 0.24
C -0.15 0.09 0.14
C 0.10 0.44 0.03
C 0.01 -0.29 -0.10
C -0.51 0.01 -0.13
C 0.11 -0.05 -0.09
C 0.38 -0.06 0.11
C 0.01 -0.24 -0.60
Br -0.20 0.26 0.11
N -0.01 -0.36 1.58
N 0.23 0.21 -1.76
C -0.17 -0.11 0.46
C -0.17 0.13 -1.01
C 0.09 0.32 0.41
H 0.13 0.08 0.24
H 0.21 0.02 0.29
H 0.21 0.13 0.00
H -0.18 -0.01 -0.08
H -0.29 -0.26 0.01
H 0.00 -0.24 -0.14
H -0.21 0.14 -0.10
H -0.19 0.02 -0.29
H 0.00 0.14 0.05
H 0.13 0.13 -0.14
H 0.28 0.01 -0.38
H -0.09 0.09 0.11
H 0.20 0.12 0.00
H -0.01 0.17 0.07
H -0.08 -0.03 -0.04
H 0.22 0.01 0.13
H 0.04 0.12 0.05
H 0.19 -0.12 0.08
H -0.15 0.10 0.12
H -0.24 -0.08 0.19
H -0.05 -0.07 0.08
H 0.14 0.04 -0.08
H 0.18 -0.07 -0.06
H 0.02 -0.14 -0.01
H -0.12 0.02 -0.03
H -0.25 -0.09 -0.25
H 0.03 0.22 0.32
H -0.34 0.03 0.16
H 0.01 0.10 -0.04
H 0.04 -0.11 0.27
H -0.12 0.37 -0.17
H -0.24 0.12 -0.16
H 0.09 -0.10 -0.12
H -0.05 -0.08 0.09
H 0.08 -0.04 -0.16
H 0.00 -0.04 -0.20
H -0.01 -0.04 -0.15
H -0.15 0.19 -0.03
H -0.07 0.12 0.04
H 0.10 0.11 0.00
H 0.05 -0.08 0.05
H 0.03 0.01 0.05
H 0.04 -0.04 0.05
H -0.09 0.08 0.03
H -0.09 -0.01 0.02
H -0.04 -0.21 0.31
H 0.06 0.14 0.12
H -0.04 -0.19 0.07
H 0.10 -0.08 0.04
H 0.10 -0.06 0.20
H -0.01 0.01 -0.07
C -0.05 0.22 0.02
O 0.00 -0.12 -0.14
H -0.04 0.02 0.04
H 0.07 -0.08 0.05
H 0.05 -0.09 -0.03
H -0.01 0.03 0.09
C 0.01 -0.39 0.14
O 0.04 0.12 -0.04
H 0.04 -0.03 -0.02
H -0.03 0.16 0.02
H -0.09 0.15 -0.04
H 0.01 -0.05 -0.05
C -0.21 -0.28 0.22
O 0.12 0.03 -0.15
H -0.02 -0.08 -0.04
H 0.10 0.12 -0.01
H 0.04 0.19 -0.04
H -0.02 -0.03 -0.01
C -0.21 0.19 -0.06
O 0.05 -0.06 0.09
H -0.04 -0.02 0.00
H 0.09 -0.03 0.03
H 0.12 -0.06 -0.01
H 0.19 -0.12 -0.02
C 0.12 0.19 0.20
O 0.06 0.09 -0.10
H -0.01 0.09 -0.04
H -0.03 -0.16 -0.04
H 0.01 -0.08 -0.04
H -0.08 -0.03 0.04
C -0.05 -0.21 0.27
O 0.14 0.01 -0.10
H 0.03 0.01 0.05
H -0.14 0.09 -0.18
H -0.01 0.02 -0.15
H 0.04 -0.06 0.01
C 0.24 0.11 -0.08
O -0.07 -0.06 0.11
H 0.00 0.00 -0.05
H -0.09 -0.01 0.06
H -0.08 -0.04 0.07
H 0.01 0.01 -0.07
C 0.10 0.10 -0.25
O 0.02 -0.04 0.17
H -0.02 0.05 -0.01
H -0.01 -0.07 0.09
H -0.04 -0.08 0.07
H -0.02 0.09 -0.03
C -0.02 -0.19 0.22
O -0.06 0.11 -0.18
H 0.05 -0.01 0.01
H -0.03 0.05 -0.10
H 0.00 0.02 -0.11
H 0.08 0.01 0.10

The value obtained for the HOMO energy is -10.49 eV. As for the multiplicity: 1. Its charge is +1. The frontier orbital gap comes out at 8.04 eV.

C6H6O as an isolated structure, computed with ωB97M-V with the def2-TZVPD basis set.

Cartesian coordinates (Å):
C (-1.042, -1.184, -0.962)
C (-1.887, -0.085, -0.372)
C (-0.016, -0.876, -0.117)
C (-0.525, 0.456, -0.154)
C (1.120, -1.392, 0.622)
C (0.136, 1.729, -0.306)
O (-3.070, 0.126, -0.262)
H (1.995, -0.954, 0.137)
H (1.300, -2.570, 0.513)
H (0.977, -1.246, 1.663)
H (0.680, 1.874, 0.699)
H (-0.677, 2.415, -0.461)
H (1.008, 1.707, -1.000)

Forces on the atoms, in the same order (eV/Å):
C -0.22 -0.82 -1.08
C -0.28 0.38 -0.57
C -1.12 0.99 1.31
C -1.00 -2.09 0.72
C 1.20 -3.79 -1.89
C 1.82 0.12 1.13
O 1.26 0.09 0.28
H 0.36 0.25 0.80
H -0.70 2.49 -0.03
H 0.29 0.71 0.89
H -1.06 0.26 -1.17
H 0.47 1.08 -0.28
H -1.02 0.32 -0.10

The value obtained for the HOMO energy (alpha / beta) is -8.54 / -8.54 eV. For the energy above the lowest of the compared OMol25 structures with the same formula, charge and spin, the calculation gives 4.616 eV. As for the multiplicity: 1. Its charge is 0. The frontier orbital gap (alpha / beta) comes out at 8.88 / 8.88 eV.

| no. | F_max (eV/A) | calculated total energy (eV) |
| --- | --- | --- |
| 1 | 2.47 | -215402.9637 |
| 2 | 5.84 | -7543.6856 |
| 3 | 1.79 | -146810.9181 |
| 4 | 4.40 | -8361.8902 |